# 1
Below is a molecular structure, CH3I3Si, with properties calculated with the ωB97M-V functional and the def2-TZVPD basis.

The total energy is -1222.34221 Ha. The energy above the lowest of the compared OMol25 structures with the same formula, charge and spin is 157.65 kcal per mole. As for the lowest unoccupied orbital energy: -1.615 eV. The calculation puts the HOMO energy at -8.78 eV. As for the HOMO-LUMO gap: 7.17 eV. The total charge is 0.

Geometry (Å):
C 2.21845 0.58858 -1.49946
Si -1.50820 0.17484 0.56200
I 2.71979 -1.52179 -1.42259
I 2.17015 1.50522 0.28242
I -0.61429 -2.06189 0.83372
H -1.18548 1.04897 1.70776
H -2.81972 -0.28893 0.19487
H -0.98071 0.55501 -0.65871

Results of the natural (NBO) charge analysis, in e, for atoms 1 through 2: number 1, C, carries -0.449; number 2, Si, carries 0.679


# 2
Below is 2 unconnected molecules or ions with the total composition CH3IO, with properties calculated with the ωB97M-V functional and the def2-TZVPD basis.

The total energy is -412.66179 Ha. The energy above the lowest of the compared OMol25 structures with the same formula, charge and spin is 90.75 kcal per mole. As for the lowest unoccupied orbital energy (alpha / beta): -3.904 / -3.919 eV. The calculation puts the HOMO energy (alpha / beta) at -9.26 / -9.34 eV. As for the HOMO-LUMO gap (alpha / beta): 5.36 / 5.42 eV. The total charge is 0.

Geometry (Å):
C 0.40044 -0.57941 -0.07194
O -0.92917 -0.19527 -0.17635
I -1.66237 2.75844 0.34673
H 1.13048 -0.03045 -0.87121
H 0.48579 -1.67858 -0.17553
H 0.57483 -0.27473 0.94830

Results of the natural (NBO) charge analysis, in e, for atoms 1 through 2: number 1, C, carries -0.312; number 2, O, carries -0.325


# 3
Below is CH3IO2 in the gas phase, with properties calculated with the ωB97M-V functional and the def2-TZVPD basis.

The total energy is -488.02237 Ha. The energy above the lowest of the compared OMol25 structures with the same formula, charge and spin is 34.18 kcal per mole. As for the lowest unoccupied orbital energy: -0.003 eV. The calculation puts the HOMO energy at -9.23 eV. Its SMILES is OC(O)I. As for the HOMO-LUMO gap: 9.23 eV. The total charge is 0.

Geometry (Å):
O -0.68181 1.06750 0.08744
C -0.08934 0.02459 -0.44861
O -0.30591 -1.28017 0.00622
I 2.13695 0.37976 -0.36842
H -0.41872 1.22388 1.23948
H -0.22830 0.08610 -1.50695
H -0.41287 -1.50166 0.99085

Results of the natural (NBO) charge analysis, in e, for atoms 1 through 2: number 1, O, carries -0.674; number 2, C, carries 0.386


# 4
Below is a molecular structure, CH3IO3S, with properties calculated with the ωB97M-V functional and the def2-TZVPD basis.

The total energy is -961.43104 Ha. The energy above the lowest of the compared OMol25 structures with the same formula, charge and spin is 19.83 kcal per mole. As for the lowest unoccupied orbital energy: -1.033 eV. The calculation puts the HOMO energy at -9.92 eV. As for the HOMO-LUMO gap: 8.89 eV. The total charge is 0.

Geometry (Å):
C -1.20633 -0.42822 -0.03895
O 1.97886 0.69630 -0.61618
O -0.43226 0.43134 -0.86749
O 0.58759 1.01630 1.38914
S 0.60390 1.35861 -0.03579
I 2.50558 -1.15378 -0.25097
H -0.77245 -0.29165 0.96658
H -1.00467 -1.34632 -0.48872
H -2.26023 -0.28258 -0.05761

Results of the natural (NBO) charge analysis, in e, for atoms 1 through 2: number 1, C, carries -0.288; number 2, O, carries -0.916


# 5
Below is 2 unconnected molecules or ions with the total composition CH3IOS2, with properties calculated with the ωB97M-V functional and the def2-TZVPD basis.

The total energy is -1209.14070 Ha. The energy above the lowest of the compared OMol25 structures with the same formula, charge and spin is 32.86 kcal per mole. As for the lowest unoccupied orbital energy: 0.245 eV. The calculation puts the HOMO energy at -9.80 eV. As for the HOMO-LUMO gap: 10.05 eV. The total charge is 0.

Geometry (Å):
C 0.91480 -0.39947 -0.55635
O 0.24888 1.18878 1.37765
S 2.03408 1.10438 -0.93585
S 1.38617 0.47164 0.95237
I -3.39823 -0.80644 0.02773
H -0.05327 -0.50200 -0.95981
H 1.40531 -1.26841 -0.69281
H -2.53774 0.21151 0.78707

Results of the natural (NBO) charge analysis, in e, for atoms 1 through 2: number 1, C, carries -0.669; number 2, O, carries -0.940


# 6
Below is a molecular structure, CH3IOS2, with properties calculated with the ωB97M-V functional and the def2-TZVPD basis.

The total energy is -1209.10569 Ha. The energy above the lowest of the compared OMol25 structures with the same formula, charge and spin is 6.71 kcal per mole. As for the lowest unoccupied orbital energy (alpha / beta): -0.137 / -2.376 eV. The calculation puts the HOMO energy (alpha / beta) at -8.07 / -8.32 eV. Its expectation value of S² is 2.010. As for the HOMO-LUMO gap (alpha / beta): 7.94 / 5.95 eV. Its spin multiplicity is 3. The total charge is 0.

Geometry (Å):
C 1.30232 -0.01888 0.17163
O -0.76584 1.42144 -0.45714
S -2.41085 -1.84131 -0.35831
S 0.32395 0.74271 -1.17056
I -2.83669 0.11223 0.69644
H 0.60165 -0.43419 0.86315
H 1.99914 -0.75263 -0.44860
H 1.78633 0.77064 0.70340

Results of the natural (NBO) charge analysis, in e, for atoms 1 through 2: number 1, C, carries -0.826; number 2, O, carries -0.848


# 7
Below is 2 unconnected molecules or ions with the total composition CH3IS2, with properties calculated with the ωB97M-V functional and the def2-TZVPD basis.

The total energy is -1133.91020 Ha. The energy above the lowest of the compared OMol25 structures with the same formula, charge and spin is 2.18 kcal per mole. As for the lowest unoccupied orbital energy (alpha / beta): 0.698 / -3.363 eV. The calculation puts the HOMO energy (alpha / beta) at -8.61 / -9.27 eV. Its expectation value of S² is 2.007. As for the HOMO-LUMO gap (alpha / beta): 9.31 / 5.90 eV. Its spin multiplicity is 3. The total charge is 0.

Geometry (Å):
C -0.00940 -0.25150 0.66251
S -0.00969 -0.49502 -1.13927
S 1.84243 -0.84966 -1.36940
I -2.02384 2.18914 -1.28067
H -0.48831 -1.05233 1.19951
H -0.39648 0.73532 1.05285
H 1.08529 -0.27595 0.87447

Results of the natural (NBO) charge analysis, in e, for atoms 1 through 2: number 1, C, carries -0.789; number 2, S, carries 0.258


# 8
Below is a gas-phase ion, CH3N (charge +1), with properties calculated with the ωB97M-V functional and the def2-TZVPD basis.

The total energy is -94.22774 Ha. As for the lowest unoccupied orbital energy (alpha / beta): -6.433 / -11.056 eV. The calculation puts the HOMO energy (alpha / beta) at -20.42 / -21.00 eV. Its expectation value of S² is 0.760. As for the HOMO-LUMO gap (alpha / beta): 13.99 / 9.94 eV. Its spin multiplicity is 2. The total charge is +1.

Geometry (Å):
C -0.04232 0.10381 -0.34483
N -0.46757 -0.44280 0.67552
H 0.92058 0.63288 -0.49773
H -0.67857 0.08770 -1.24961
H 0.26789 -0.38159 1.41666

Results of the natural (NBO) charge analysis, in e, for atoms 1 through 2: number 1, C, carries -0.008; number 2, N, carries -0.088


# 9
Below is 2 unconnected molecules or ions with the total composition CH3N2O, with properties calculated with the ωB97M-V functional and the def2-TZVPD basis.

The total energy is -224.16661 Ha. The energy above the lowest of the compared OMol25 structures with the same formula, charge and spin is 112.96 kcal per mole. As for the lowest unoccupied orbital energy (alpha / beta): -8.600 / -8.600 eV. The calculation puts the HOMO energy (alpha / beta) at -17.05 / -17.05 eV. As for the HOMO-LUMO gap (alpha / beta): 8.45 / 8.45 eV. The total charge is +1.

Geometry (Å):
C -0.01291 0.55316 -0.66743
N -1.83602 -0.89235 -0.74643
N -0.79850 -0.52417 -0.72052
O 1.24156 0.49521 -1.03063
H 0.01905 -0.66173 2.27826
H -0.25781 -0.37874 1.65195
H 1.64462 1.40863 -0.76520

Results of the natural (NBO) charge analysis, in e, for atoms 1 through 2: number 1, C, carries 0.542; number 2, N, carries 0.428


# 10
Below is a gas-phase ion, CH3N2O (charge +1), with properties calculated with the ωB97M-V functional and the def2-TZVPD basis.

The total energy is -224.23185 Ha. The energy above the lowest of the compared OMol25 structures with the same formula, charge and spin is 72.02 kcal per mole. As for the lowest unoccupied orbital energy: -4.721 eV. The calculation puts the HOMO energy at -16.44 eV. Its SMILES is [NH2+]=C1NO1. As for the HOMO-LUMO gap: 11.72 eV. The total charge is +1.

Geometry (Å):
N 1.07193 0.43688 -0.06023
C -0.11115 -0.03695 0.04988
N -1.09505 -0.84334 -0.04919
O -1.36060 0.63646 0.11368
H 1.92223 -0.02443 -0.42654
H 1.29495 1.42129 0.21403
H -1.72231 -1.58991 0.15837

Results of the natural (NBO) charge analysis, in e, for atoms 1 through 2: number 1, N, carries -0.721; number 2, C, carries 0.806